The following is a quantum chemistry calculation of a molecular structure, C47H64F3N5O6S2 in a non-equilibrium geometry, from OMol25.

The geometry in ORCA input format:
```
! RIJCOSX wB97M-V def2-TZVPD def2/J DEFGRID3
* xyz 0 3
C -2.011 1.226 1.045
C -3.031 2.218 0.590
N -3.810 2.861 1.353
C -3.133 2.494 -0.892
C -2.742 1.344 -1.801
C -1.480 1.426 -2.374
C -0.969 0.449 -3.202
S 0.704 0.634 -3.771
C -1.760 -0.667 -3.482
C -3.048 -0.760 -2.947
C -3.540 0.237 -2.100
C -4.931 0.051 -1.529
F -5.874 0.260 -2.445
F -5.195 0.872 -0.512
F -5.070 -1.195 -1.049
C -3.800 -2.006 -3.347
O -4.961 -2.026 -3.657
C -2.961 -3.234 -3.365
C -3.467 -4.439 -2.922
C -2.639 -5.553 -2.897
C -3.184 -6.876 -2.447
C -4.076 -7.509 -3.491
O -4.476 -8.636 -3.418
C -1.314 -5.422 -3.300
C -0.794 -4.222 -3.774
C 0.664 -4.089 -4.108
C 1.559 -4.425 -2.894
C 2.235 -3.176 -2.324
C 1.717 -2.884 -0.926
C 2.111 -1.516 -0.376
C 2.131 -1.486 1.147
C 2.898 -0.306 1.726
S 1.831 1.079 2.194
C 1.198 1.465 0.637
N -0.036 1.583 0.296
N -0.032 1.921 -1.055
C 1.200 1.961 -1.404
O 2.049 1.693 -0.400
C -1.651 -3.132 -3.822
C -1.259 -1.798 -4.318
O -0.602 -1.627 -5.316
H -1.849 1.307 2.113
H -1.069 1.349 0.517
H -2.360 0.216 0.836
H -3.629 2.623 2.326
H -2.433 3.302 -1.082
H -4.141 2.819 -1.103
H -0.847 2.267 -2.142
H 0.407 1.119 -4.975
H -4.489 -4.497 -2.583
H -3.821 -6.727 -1.577
H -2.393 -7.579 -2.215
H -4.361 -6.865 -4.339
H -0.654 -6.276 -3.240
H 0.852 -3.058 -4.368
H 0.907 -4.721 -4.956
H 2.296 -5.164 -3.193
H 0.968 -4.875 -2.103
H 3.314 -3.297 -2.260
H 2.045 -2.309 -2.953
H 2.055 -3.666 -0.248
H 0.627 -2.932 -0.943
H 1.366 -0.812 -0.743
H 3.077 -1.214 -0.776
H 2.587 -2.406 1.503
H 1.112 -1.443 1.523
H 3.633 0.070 1.022
H 3.432 -0.573 2.630
H 1.525 2.191 -2.400
C 0.085 6.878 -0.079
C 1.246 6.270 -0.893
C 2.403 7.263 -0.999
C 2.112 8.431 -1.942
C 1.667 7.929 -3.316
C 0.498 6.943 -3.255
N 0.806 5.865 -2.266
O 1.560 4.953 -2.767
C -0.805 7.676 -2.900
C 0.284 6.299 -4.618
C 1.694 5.015 -0.164
H 0.245 6.690 0.981
H -0.005 7.956 -0.195
H -0.866 6.421 -0.351
H 3.292 6.735 -1.359
H 2.637 7.629 0.003
H 1.354 9.093 -1.514
H 3.013 9.037 -2.053
H 1.377 8.768 -3.951
H 2.515 7.441 -3.806
H -1.611 6.963 -2.723
H -1.097 8.311 -3.737
H -0.724 8.323 -2.031
H 1.192 5.839 -5.000
H -0.031 7.068 -5.324
H -0.493 5.536 -4.570
H 0.877 4.294 -0.121
H 1.985 5.262 0.857
H 2.549 4.547 -0.646
C 2.120 -1.398 6.357
C 0.822 -2.028 5.811
C -0.049 -2.542 6.957
C 0.504 -3.805 7.619
C 0.776 -4.894 6.582
C 1.660 -4.425 5.426
N 1.115 -3.151 4.864
O 0.142 -3.364 4.053
C 3.114 -4.257 5.896
C 1.674 -5.471 4.319
C 0.090 -0.940 5.040
H 1.946 -0.349 6.593
H 2.480 -1.868 7.270
H 2.918 -1.438 5.615
H -1.050 -2.757 6.570
H -0.159 -1.743 7.693
H 1.413 -3.579 8.183
H -0.219 -4.174 8.349
H 1.251 -5.757 7.054
H -0.179 -5.244 6.177
H 3.719 -3.796 5.114
H 3.536 -5.239 6.111
H 3.219 -3.667 6.801
H 0.670 -5.730 3.990
H 2.154 -6.374 4.694
H 2.235 -5.116 3.454
H 0.691 -0.607 4.195
H -0.090 -0.089 5.698
H -0.872 -1.276 4.659
*
```

Results
**Expectation value of S²**: 2.01
**Highest occupied orbital energy (alpha / beta)**: -7.38 / -7.38 eV
**LUMO level (alpha / beta)**: -0.357 / -0.359 eV

Atom charges from the Mulliken analysis, given in e for atoms 1 to 99: -1.416 1.243 -1.018 -1.676 0.194 -0.756 0.424 -0.185 0.182 0.341 0.958 0.723 -0.276 -0.294 -0.283 -0.451 -0.560 0.976 -1.304 0.715 -1.003 0.019 -0.486 -0.682 0.303 -1.196 -0.939 -0.671 -0.655 0.459 -0.611 -1.178 -0.324 0.078 -0.175 0.628 -0.866 -0.184 0.251 -0.368 -0.571 0.358 0.571 0.245 0.269 0.226 0.749 0.253 0.298 0.588 0.397 0.399 0.402 0.472 0.455 0.543 0.390 0.652 0.383 0.182 0.307 0.330 -0.648 0.421 0.462 0.312 0.652 0.392 0.582 -1.878 1.950 -1.353 -0.566 -1.198 1.462 1.016 -0.662 -1.620 -1.937 -2.133 0.492 0.375 0.264 0.395 0.350 0.307 0.420 0.389 0.375 0.297 0.476 0.300 0.365 0.449 0.389 0.330 0.565 0.399 -1.907

***

The following is a quantum chemistry calculation of 2 unconnected molecules or ions with the total composition C4H11NO2, from OMol25.

The geometry in ORCA input format:
```
! RIJCOSX wB97M-V def2-TZVPD def2/J DEFGRID3
* xyz 0 1
C 0.813 1.100 -1.023
C 0.368 0.626 0.353
C 1.255 -0.501 0.879
C 1.248 -0.633 2.372
O 2.083 -1.220 3.008
N -1.020 0.143 0.379
H 0.623 0.333 -1.775
H 1.889 1.290 -1.044
H 0.321 2.035 -1.286
H 0.396 1.439 1.085
H 2.296 -0.312 0.590
H 0.982 -1.449 0.411
H 0.397 -0.138 2.887
H -1.674 0.896 0.191
H -1.156 -0.539 -0.358
H -3.225 -1.584 -1.747
H -2.750 -0.753 -2.941
O -2.845 -0.733 -1.980
*
```

Results
**Highest occupied orbital energy**: -9.20 eV
**LUMO level**: 0.554 eV
**Energy above the lowest of the compared OMol25 structures with the same formula, charge and spin**: 25.6 kcal/mol

The net atomic charges from Mulliken, expressed in e, are: -1.415 0.156 -0.485 -0.080 -0.486 -0.628 0.283 0.390 0.376 0.416 0.266 0.318 0.376 0.238 0.291 0.313 0.317 -0.646

***

The following is a quantum chemistry calculation of 2 unconnected molecules or ions with the total composition Cl2H3PSi in a non-equilibrium geometry, from OMol25.

The geometry in ORCA input format:
```
! RIJCOSX wB97M-V def2-TZVPD def2/J DEFGRID3
* xyz 0 1
Si -0.460 1.745 0.362
P 0.465 -2.193 0.454
Cl 0.410 2.134 -1.385
Cl -1.874 3.178 0.196
H 0.474 -2.326 -1.236
H 1.570 -1.404 0.745
H -0.584 -1.134 0.864
*
```

Results
**Highest occupied orbital energy**: -9.26 eV
**LUMO level**: -0.685 eV
**Energy above the lowest of the compared OMol25 structures with the same formula, charge and spin**: 62.4 kcal/mol

The net atomic charges from Mulliken, expressed in e, are: 0.331 -0.108 -0.144 -0.189 0.072 0.048 -0.011

***

The following is a quantum chemistry calculation of 2 unconnected molecules or ions with the total composition C5H13NO2 in a non-equilibrium geometry, from OMol25.

The geometry in ORCA input format:
```
! RIJCOSX wB97M-V def2-TZVPD def2/J DEFGRID3
* xyz 0 1
C -1.133 0.969 1.965
N -0.950 0.989 0.511
C 0.045 0.043 0.073
C 0.563 0.323 -1.231
C 1.666 0.874 -0.022
C 1.190 -0.753 -2.045
O 0.115 -1.077 0.597
H -1.466 0.003 2.321
H -1.865 1.719 2.233
H -0.183 1.180 2.451
H -1.800 0.625 0.089
H 0.148 1.199 -1.704
H 2.218 1.559 -0.669
H 1.506 1.461 0.870
H 2.360 0.067 0.220
H 0.734 -0.756 -3.026
H 1.007 -1.710 -1.567
H 2.269 -0.620 -2.167
H -2.593 -2.685 0.360
H -1.432 -1.665 0.431
O -2.399 -1.745 0.310
*
```

Results
**Highest occupied orbital energy**: -9.22 eV
**LUMO level**: 0.846 eV
**Energy above the lowest of the compared OMol25 structures with the same formula, charge and spin**: 65.5 kcal/mol

The net atomic charges from Mulliken, expressed in e, are: -0.735 -0.407 0.819 0.033 -1.454 -1.419 -0.829 0.287 0.331 0.282 0.379 0.568 0.435 0.394 0.341 0.369 0.353 0.309 0.266 0.349 -0.671